Record 1
Molecular formula: C36H99N9O9
Method: DFT, wB97M-V/def2-TZVPD

The energy above the lowest of the compared OMol25 structures with the same formula, charge and spin is 418.8 kJ/mol. The LUMO energy (alpha / beta) is -2.2 / -8.0 eV. For the highest occupied orbital energy (alpha / beta), the calculation gives -10.493 / -10.493 eV. The total energy comes out at -70756.2741 eV. The net charge is +1. As for the expectation value of S²: 0.755. As for the max |F|: 4.7 eV/A. The orbital gap (alpha / beta) comes out at 8.31 / 2.46 eV. The spin multiplicity is 2.

XYZ file:
```
153
Properties=species:S:1:pos:R:3:forces:R:3:lowdin_charge:R:1
H 2.932638 10.632897 -9.896336 0.971 -1.048 0.501 0.062
H -1.213733 12.178883 -0.676421 -0.464 -0.501 0.438 0.116
H 3.143394 21.123566 -2.480854 0.021 -0.079 0.754 0.079
H 4.889639 8.223664 -6.698427 -0.093 -0.735 -0.439 0.077
H 6.376302 18.593602 -7.670115 0.149 0.171 -0.541 0.116
H 1.678940 14.241193 0.610778 0.140 -0.036 -0.264 0.070
C 7.419540 20.614428 -7.841227 0.065 -1.836 -0.082 -0.049
C 5.661816 21.811990 -1.475512 0.876 0.952 -0.164 -0.192
H 3.395322 19.014067 -7.767241 0.267 0.218 -1.133 0.102
C 8.896109 12.232693 -5.636887 -0.615 -1.646 0.805 -0.073
H 3.967727 17.189609 -9.821086 0.253 0.875 0.045 0.081
C 8.047412 16.450689 -1.675987 0.605 -0.909 -0.636 -0.022
N 4.519467 10.383542 -5.664337 0.126 1.877 -0.246 0.040
C 0.069119 19.165753 -9.875940 0.352 1.494 0.658 -0.127
C 1.290950 11.259759 -10.520784 0.047 -1.601 -1.068 -0.480
N 2.092706 10.105213 -10.086498 0.399 1.092 1.134 0.032
H 0.219207 11.392795 -8.758804 0.000 0.308 0.647 0.129
C 11.944643 13.998640 -0.114854 1.473 1.096 0.166 -0.020
H -0.346043 9.985936 -10.536971 -0.081 -0.436 -0.352 0.086
O 5.165101 16.672930 -3.571982 0.554 -1.286 -0.116 -0.250
H 3.955273 14.514659 -4.992018 0.637 -0.489 -0.353 0.117
H 10.043958 15.992908 -0.073888 0.532 -0.094 0.224 0.152
N 5.521261 13.846943 -3.750269 1.913 -0.972 -0.931 0.046
H 12.225845 15.045798 -0.226610 0.694 -0.036 0.070 0.096
H 7.954509 19.535749 -5.176971 0.178 0.783 -0.333 0.119
H 2.958884 22.836082 -1.824618 0.498 -0.295 0.593 0.087
H 3.024712 12.943021 -2.431114 0.251 0.485 0.244 0.052
H 3.970082 17.518424 -6.053124 0.193 0.152 -0.348 0.050
O 1.371963 18.792112 -9.571669 2.089 -1.433 0.494 -0.210
H 8.521132 22.226015 -0.248704 -0.120 -0.410 -0.141 0.076
H 10.947271 13.927963 -5.862885 -0.483 -0.014 -0.458 0.122
C 4.949506 22.237489 -2.715843 -1.238 -0.285 -0.071 -0.491
O 2.002423 12.616107 -8.733860 -0.938 0.455 -0.174 -0.193
H 4.362189 18.484694 -3.816814 -0.943 0.245 0.250 0.059
C 9.961942 15.325661 -0.931889 -1.342 0.271 -0.810 -0.181
H 2.347357 17.693704 -5.959030 -0.028 0.248 -0.124 0.069
H -0.065272 14.870831 -2.546931 0.288 -0.114 0.023 0.053
H 2.555399 9.955989 -5.902586 -0.174 -0.195 -0.239 0.142
C 4.223075 14.308473 -3.955733 -4.320 1.335 1.359 -0.374
C 6.686167 19.472376 -7.104566 1.237 0.948 1.649 -0.389
C 3.065354 17.983913 -7.901414 -0.774 0.211 0.259 -0.396
H 9.319890 12.837843 -1.801130 -0.947 -0.670 0.623 0.147
H 11.839887 12.245568 -3.782880 0.357 -0.863 -0.293 0.057
H 10.519877 15.720746 -1.780837 0.116 0.155 -0.181 0.125
H 4.977150 21.681713 -4.707561 -0.523 0.201 -0.050 0.065
H 0.320833 15.201015 0.995386 -0.458 0.123 -0.224 0.077
H 9.016421 12.416205 -6.704580 0.743 0.546 0.214 0.101
H 2.799791 13.648978 -7.037863 0.504 -0.352 -0.731 0.066
H 0.558768 10.010976 -12.123313 -0.232 -0.039 0.109 0.081
H 3.278760 9.440019 -3.558411 -0.022 0.624 0.022 0.114
H 1.981562 13.549704 -3.713934 0.205 0.399 -0.167 0.059
O 0.265108 11.951188 0.863972 -0.082 0.932 0.602 -0.224
H -0.689336 18.386945 -9.796540 0.017 -0.049 0.012 0.091
H 1.787220 10.487507 0.990659 -0.142 0.604 0.382 0.086
H 4.157102 15.641733 -2.206205 -0.126 -0.609 0.464 0.115
H 8.971906 11.160202 -5.457690 -0.446 -0.246 -0.699 0.093
C 0.853870 14.778797 0.143509 -0.145 -0.175 -0.486 -0.055
H 5.281809 19.655862 -5.600347 -0.759 -0.063 -0.232 0.037
C 10.546708 13.951031 -0.550986 -1.373 -2.175 0.779 -0.356
C 0.031127 13.836794 -0.763750 1.588 -0.600 -0.027 -0.431
C 4.121737 15.726859 -3.292307 -1.005 0.617 1.228 -0.193
H 3.186837 16.261866 -3.459146 -0.466 -0.317 -0.510 0.114
O 8.792272 18.238615 -6.609163 1.720 0.682 -0.855 -0.215
H 0.729431 13.320473 -1.422443 0.673 -0.837 0.837 0.095
N -0.705850 14.468181 -1.877874 -1.174 0.449 1.941 0.038
H 1.969986 11.823908 -11.160100 -0.526 0.752 -0.271 0.137
H 8.173109 20.116757 -8.451608 0.402 0.460 -0.075 0.074
H 4.386734 18.061097 -2.094913 0.486 -0.295 0.232 0.098
C 4.925923 17.971218 -3.037934 -0.088 0.330 -2.438 -0.113
H 3.196223 12.310886 -4.000199 0.017 0.173 -0.227 0.027
H 3.576813 16.023753 -8.728976 -0.821 -0.050 0.518 0.065
H 7.042597 16.266254 -2.056028 0.024 0.108 0.306 0.074
H 13.109070 14.906955 -5.698393 0.176 0.142 -0.009 0.090
N 3.107107 17.431227 -6.570579 -0.800 -1.238 1.382 0.023
H 6.280018 21.498398 -3.881445 0.509 -0.547 -0.177 0.068
C 3.841387 8.449394 -6.894154 -0.787 0.650 -0.246 -0.041
H 10.848186 18.103249 -6.869008 -0.177 0.111 0.000 0.082
N 10.291387 12.927317 -1.539823 -1.175 2.702 -0.404 0.367
H 11.707103 14.516219 -3.061507 0.143 -0.200 0.495 0.091
C 12.940101 15.138546 -4.646763 -0.926 0.663 -0.097 -0.039
H -1.317110 13.090780 0.917407 -0.298 0.422 -0.580 0.126
C 0.779141 12.096242 -9.375030 1.757 -0.585 -0.163 -0.157
H 8.115015 17.243464 -0.930985 -0.200 -0.265 0.313 0.102
C 2.197675 7.224373 -3.003862 0.437 0.910 0.180 -0.109
H 6.034225 14.476774 -4.350495 0.854 -0.219 -0.208 0.074
N 5.556837 20.132995 -6.446994 0.931 -0.218 -0.212 0.037
H 0.107631 12.801248 -9.865066 0.108 0.813 0.672 0.125
H 12.035464 13.775242 0.948135 0.105 -0.255 -0.173 0.107
H 1.255844 14.200433 -7.539311 -0.354 -0.033 -0.220 0.077
H 5.293354 10.113501 -5.074195 -0.007 0.006 0.213 0.074
H 13.858966 15.044526 -4.068024 -0.011 -0.162 -0.161 0.092
C 3.408961 8.737032 -4.381187 -0.687 -1.339 0.657 -0.221
H 1.573645 11.313974 -0.575967 0.231 -0.317 -0.236 0.065
C 10.138805 18.807475 -6.434311 -1.823 -0.427 0.792 -0.062
H 1.215294 15.576083 -0.505965 0.322 0.201 0.292 0.062
H 10.247949 18.866847 -5.351411 0.583 0.003 0.158 0.071
H 5.877332 14.071766 -2.832239 -0.314 -0.096 0.425 0.070
H 8.479820 23.195182 -1.763497 0.540 0.295 0.563 0.084
O 9.861688 12.624011 -4.670312 2.048 1.151 1.069 -0.234
H 3.125517 6.801766 -2.618343 0.259 -0.104 0.037 0.083
O 7.070410 21.852092 -1.816604 -0.439 0.555 2.328 -0.204
H 1.356494 16.983106 -8.662203 -0.488 -0.296 0.381 0.115
H 12.820678 12.601414 -5.020166 0.118 0.075 -0.160 0.101
H 10.285556 19.817706 -6.816411 -0.278 -0.064 -0.405 0.080
H 12.609100 13.381116 -0.719228 0.026 0.029 0.150 0.102
H 5.192488 23.251122 -3.034616 0.358 0.444 0.777 0.150
H 3.996395 11.144297 -5.254777 1.170 0.749 0.252 0.034
O 8.594265 15.165827 -1.226289 0.144 0.732 -0.120 -0.180
C 3.001765 13.247400 -3.477506 1.970 0.969 -0.340 0.000
H 12.597458 16.166916 -4.532122 0.013 0.092 -0.304 0.080
C 11.933268 14.167816 -4.069257 -1.422 -1.241 -0.820 -0.450
H 7.879093 12.485193 -5.336854 0.019 0.562 0.031 0.075
H 9.800509 14.634648 -4.692971 0.137 0.551 -0.105 0.121
C 1.061762 10.922087 0.302957 -1.307 0.426 -0.957 -0.105
H 6.784506 21.209548 -8.497483 -0.056 0.036 0.267 0.077
C 3.477007 22.160950 -2.505683 -1.664 0.161 -1.497 -0.072
H 7.346316 23.517485 -0.450325 -0.437 -0.164 -0.165 0.083
N 5.282399 21.364172 -3.798668 1.021 -0.840 -0.570 0.044
H 5.844634 18.534148 -3.202803 0.339 -0.134 1.155 0.074
O 2.371380 7.779396 -4.285059 -0.521 -0.555 -1.074 -0.184
H 5.385855 20.868558 -1.004471 -0.056 -0.457 -0.684 0.125
H 3.161307 7.639808 -7.159017 0.207 -0.724 1.319 0.078
H 3.047940 22.467652 -3.459599 -0.184 0.175 -0.296 0.077
H 7.849565 21.166912 -7.005803 0.117 0.530 -0.520 0.080
C 7.685667 18.893966 -6.015985 -0.790 -1.038 -0.497 -0.205
H 7.216117 18.043460 -5.521739 -0.767 0.001 0.154 0.106
H 1.918590 8.068654 -2.373474 -0.199 -0.154 0.663 0.076
C 0.169000 10.588540 -11.285105 -0.643 1.359 0.313 -0.071
H 0.369366 10.122117 0.040772 0.214 -0.336 -0.471 0.084
N 12.557691 12.887339 -4.087862 0.519 -1.102 1.698 0.051
C -0.694126 12.757310 0.087468 1.505 -0.829 -0.652 -0.130
C 10.561610 13.869345 -4.845078 -0.263 1.849 -1.239 -0.151
C 7.885686 22.730114 -0.976848 -0.102 -0.158 -1.614 -0.072
H 8.673194 16.742598 -2.519369 -0.122 0.286 -0.221 0.088
H -1.098882 15.259039 -1.387790 -0.855 0.586 -0.660 0.064
H 1.446800 12.600402 -6.761800 -0.321 0.053 0.230 0.076
H 0.086075 19.651627 -10.851510 -0.100 -0.466 -0.184 0.091
C 1.868084 13.300362 -7.483384 -0.728 -0.568 -0.113 -0.106
H -0.538822 11.344431 -11.625296 -0.170 -0.143 -0.396 0.076
C 1.543915 18.014228 -8.362595 1.204 -0.329 -1.704 -0.143
C 3.488434 9.418178 -5.734315 -0.825 -2.271 -0.729 -0.452
H 4.875495 20.257239 -7.182130 -0.666 -0.071 0.665 0.067
H 5.282488 22.544731 -0.763259 0.953 0.417 0.562 0.120
H 2.245727 9.509134 -10.887357 0.253 -0.009 -0.066 0.066
H -0.037398 19.994387 -9.175851 -1.486 0.120 0.195 0.087
H 4.950255 16.830664 -8.368424 0.219 0.919 0.154 0.063
H 3.726254 8.910175 -7.875231 0.642 1.030 0.177 0.052
H 10.704983 13.050298 -2.453008 1.434 -0.633 -0.232 0.078
H 0.824785 18.337045 -7.609770 0.233 0.147 0.355 0.118
H 4.336540 8.206115 -4.167105 0.607 0.001 -0.127 0.123
C 3.949067 17.048150 -8.740467 -0.364 -0.704 -0.904 -0.055
H 1.437091 6.445344 -2.951570 -0.066 0.234 -0.530 0.091
H 9.899920 13.730945 0.298328 -0.254 -0.446 0.070 0.169
```
Forces are in eV/Å.



Record 2
Molecular formula: C5H10O2
Method: DFT, wB97M-V/def2-TZVPD

The energy above the lowest of the compared OMol25 structures with the same formula, charge and spin is 284.1 kJ/mol. The SMILES is C=C(O)/C=C/C.O. The LUMO energy is 0.6 eV. For the highest occupied orbital energy, the calculation gives -8.149 eV. The total energy comes out at -9440.0987 eV. The net charge is 0. As for the max |F|: 1.5 eV/A. The orbital gap comes out at 8.79 eV.

XYZ file:
```
17
Properties=species:S:1:pos:R:3:forces:R:3:nbo_charge:R:1
H -2.183991 -1.576304 -3.070158 0.134 -0.176 0.009 0.475
H -1.539576 1.434405 2.016794 -0.486 -0.311 -0.120 0.228
H -1.301878 -2.088410 -1.896756 -0.062 0.009 -0.300 0.472
H 0.173949 -1.658297 0.909875 0.225 0.053 0.203 0.475
O -1.934348 -1.410428 -2.157545 -0.072 0.136 0.277 -0.945
C -0.771876 0.480769 0.349673 -1.042 -0.301 -0.099 -0.155
C 0.499557 0.491673 -0.030351 1.275 0.374 0.364 -0.263
H -2.506020 1.838207 0.565303 -0.007 0.074 -0.045 0.220
H 0.970119 1.382428 -0.410500 -0.114 0.782 0.497 0.204
O 1.139559 -1.622860 0.953873 -0.068 -0.034 -0.190 -0.680
H 3.610321 -0.927203 0.469506 -0.183 -0.117 0.139 0.211
H -0.859887 2.522238 0.973025 -0.225 0.275 -0.647 0.216
H 3.201146 0.627356 -0.392616 -0.264 0.141 0.058 0.203
C 1.550059 -0.472755 0.327777 -0.911 -0.915 -0.810 0.282
C 2.842635 -0.240744 0.140054 0.607 -0.032 -0.160 -0.488
H -1.384424 -0.422872 0.312861 0.469 -0.340 0.716 0.188
C -1.505337 1.642803 0.939188 0.725 0.380 0.108 -0.642
```
Forces are in eV/Å.



Record 3
Molecular formula: C9H17N4O
Method: DFT, wB97M-V/def2-TZVPD

The energy above the lowest of the compared OMol25 structures with the same formula, charge and spin is 272.5 kJ/mol. The SMILES is CC(C)/[N+](=C/O)[C@H](C)N1C=CC=NN1. The LUMO energy is -3.2 eV. For the highest occupied orbital energy, the calculation gives -12.296 eV. The total energy comes out at -17606.5779 eV. The net charge is +1. As for the max |F|: 4.2 eV/A. The orbital gap comes out at 9.14 eV.

XYZ file:
```
31
Properties=species:S:1:pos:R:3:forces:R:3:nbo_charge:R:1
C -3.459742 -0.814750 0.741878 -0.303 1.600 0.159 0.077
H 3.034562 -0.295550 -0.882578 0.053 -0.259 -0.111 0.210
N -2.373841 0.848401 -0.460601 0.417 0.462 0.048 -0.364
H -0.172060 2.474397 -1.415684 0.438 -1.002 0.446 0.242
H 2.878903 -1.926493 1.543712 -2.354 -0.574 -1.368 0.236
H 3.088270 1.221271 -0.089997 0.379 0.628 0.173 0.215
N -1.330379 -0.118988 -0.766636 -3.577 0.259 -0.189 -0.315
C -1.754281 -1.415091 -0.755134 0.254 -2.104 -0.805 0.076
N 0.659642 0.464254 0.505835 0.750 1.045 0.844 -0.369
H -3.165320 -2.767978 0.010001 -1.007 -3.476 -0.207 0.242
H -3.058442 1.132669 -1.215691 1.418 -0.930 0.231 0.398
C 0.267072 1.482734 -1.686765 -0.861 0.916 -1.288 -0.650
H 0.498026 -0.517893 -1.365237 0.807 -1.310 -0.116 0.245
H -0.309157 1.313349 -2.655762 1.663 -0.023 0.659 0.250
C -0.006909 0.242672 -0.842188 0.847 2.341 0.651 0.108
C 3.105648 0.163520 0.102163 -1.110 -0.103 -0.853 -0.627
C 0.372266 1.584062 1.140851 -2.361 -1.120 -1.617 0.563
H 4.022048 -0.152005 0.552093 0.561 -0.053 0.308 0.247
H 1.374920 1.602443 -1.679670 -0.892 -0.004 -0.912 0.239
C 1.913330 -0.203073 0.971549 -0.457 -2.015 -0.629 -0.031
H 2.151207 0.197404 1.939661 -0.413 0.056 0.662 0.213
C 1.792162 -1.798862 1.036669 3.711 2.017 0.420 -0.634
H -4.231625 -0.948304 1.500186 0.356 -0.713 -0.046 0.236
N -3.242978 0.447528 0.612240 0.136 0.026 0.035 -0.260
H 1.102001 -2.259382 1.755579 -0.205 0.303 -0.802 0.249
C -2.834695 -1.828367 -0.062132 1.539 3.637 -0.181 -0.345
H -1.152817 -2.088892 -1.414480 -0.481 0.364 0.866 0.221
H -1.328131 1.929239 0.109845 -0.148 -0.391 0.663 0.521
O -0.664361 2.294775 0.828717 1.108 0.330 0.940 -0.621
H 0.960675 1.847915 1.992697 0.181 0.501 0.411 0.210
H 1.864019 -2.110993 -0.051127 -0.448 -0.409 1.608 0.220
```
Forces are in eV/Å.